No. 1
{"formula": "C38H36BrN3NaO8S2Sb", "method": "ωB97M-V with the def2-TZVPD basis set", "molar_mass_da": 951.507, "e_lumo_ev": 3.745, "total_charge": -2, "homo_ev": -1.611, "symbols": ["Na", "C", "O", "C", "N", "C", "C", "C", "C", "C", "C", "C", "C", "C", "C", "C", "C", "N", "C", "N", "C", "C", "O", "C", "C", "C", "C", "C", "C", "H", "H", "H", "H", "H", "H", "H", "H", "H", "H", "H", "H", "H", "H", "H", "H", "H", "H", "H", "O", "S", "O", "O", "C", "C", "C", "C", "C", "C", "S", "O", "O", "O", "H", "H", "H", "H", "Br", "C", "C", "C", "C", "C", "C", "H", "H", "H", "H", "C", "Sb", "C", "C", "H", "H", "H", "H", "H", "H", "H", "H", "H"], "coordinates": [[0.8899, -0.1311, -0.0391], [-4.3251, 1.7953, 1.8602], [-3.6823, 1.3234, 3.0599], [-2.3980, 1.0054, 2.6924], [-2.0392, 1.2779, 1.4971], [-3.1971, 1.8411, 0.8089], [-3.5055, 1.1066, -0.4851], [-2.5473, 0.3120, -1.1079], [-2.8156, -0.3147, -2.3195], [-4.0616, -0.1642, -2.9149], [-5.0295, 0.6241, -2.3028], [-4.7472, 1.2582, -1.0998], [-1.5610, 0.3956, 3.7000], [-1.9249, -0.0025, 4.9627], [-1.1464, -0.9607, 5.6460], [-0.2931, -1.7537, 4.8448], [0.0199, -1.3416, 3.5765], [-0.2570, 0.0228, 3.2713], [0.3608, -2.2137, 2.4771], [0.2025, -1.9492, 1.2324], [0.6573, -3.1305, 0.4769], [1.2235, -4.0659, 1.5555], [0.8852, -3.4242, 2.8064], [-0.4643, -3.7388, -0.3467], [-0.2055, -4.8408, -1.1592], [-1.2063, -5.4040, -1.9365], [-2.4881, -4.8614, -1.9191], [-2.7517, -3.7615, -1.1156], [-1.7462, -3.2062, -0.3307], [-4.7686, 2.7677, 2.0768], [-5.1166, 1.0923, 1.5933], [-2.9791, 2.8839, 0.5411], [-1.5718, 0.2080, -0.6542], [-2.0420, -0.9040, -2.7989], [-4.2693, -0.6517, -3.8603], [-6.0015, 0.7517, -2.7658], [-5.5048, 1.8834, -0.6360], [-2.8710, 0.3318, 5.3782], [-1.4176, -1.2793, 6.6430], [-0.0132, -2.7531, 5.1626], [1.4552, -2.8382, -0.2088], [2.3083, -4.1524, 1.5055], [0.7687, -5.0570, 1.5545], [0.8020, -5.2440, -1.1991], [-0.9817, -6.2525, -2.5728], [-3.2695, -5.2850, -2.5394], [-3.7384, -3.3131, -1.1114], [-1.9414, -2.3379, 0.2859], [3.3438, -1.5114, -0.0744], [3.7083, -0.2281, -0.6762], [5.0289, 0.2507, -0.3307], [2.6580, 0.7656, -0.4888], [3.8209, -0.6153, -2.4513], [5.1182, -0.9486, -2.8443], [5.4043, -1.3804, -4.1292], [4.3836, -1.4900, -5.0552], [3.0892, -1.1589, -4.6902], [2.7796, -0.7141, -3.4052], [1.0432, -0.2707, -3.1723], [0.6825, -0.8883, -1.8902], [0.3262, -0.8422, -4.2929], [1.0453, 1.1853, -3.1398], [5.9096, -0.8551, -2.1139], [6.4235, -1.6324, -4.4004], [4.5908, -1.8305, -6.0639], [2.2792, -1.2390, -5.4024], [4.2545, 4.1266, 3.1474], [2.8502, 2.8231, 3.2169], [3.1036, 1.5083, 2.8677], [2.0775, 0.5758, 2.9253], [0.7814, 0.9534, 3.2998], [0.5442, 2.2935, 3.6205], [1.5779, 3.2149, 3.5968], [4.0810, 1.2093, 2.5109], [2.2860, -0.4439, 2.6271], [-0.4542, 2.6060, 3.8953], [1.3870, 4.2479, 3.8589], [2.1227, 3.9008, -1.5580], [0.3105, 3.0557, -0.7912], [-0.9091, 3.8899, -2.3416], [-0.0338, 4.7114, 0.5442], [2.1029, 4.9812, -1.3990], [2.1720, 3.6731, -2.6234], [2.9856, 3.4571, -1.0634], [-0.5890, 4.9211, -2.5056], [-1.9660, 3.8683, -2.0683], [-0.7653, 3.2998, -3.2469], [-0.1366, 5.6257, -0.0460], [0.8169, 4.8055, 1.2188], [-0.9291, 4.5503, 1.1495]], "forces_ev_per_angstrom": [[-0.96, 0.21, 1.52], [0.04, -0.09, 0.27], [-0.20, 0.12, -0.22], [0.33, -0.22, 0.46], [-0.20, 0.10, -0.08], [0.17, -0.12, -0.11], [-0.05, -0.01, -0.02], [0.05, 0.08, -0.07], [-0.05, 0.05, 0.02], [0.02, 0.02, 0.02], [0.09, -0.02, 0.02], [-0.04, 0.00, -0.01], [-0.11, 0.04, -0.36], [-0.01, -0.03, 0.15], [0.01, -0.01, -0.20], [-0.11, 0.02, 0.25], [0.06, -0.11, -0.40], [0.27, 0.29, -0.03], [-0.23, 0.31, 0.41], [0.50, -0.44, -0.08], [-0.25, 0.15, -0.13], [-0.08, 0.00, 0.33], [0.01, -0.26, -0.24], [0.04, 0.04, 0.08], [0.00, 0.00, -0.02], [-0.04, 0.06, 0.03], [0.07, -0.01, 0.04], [0.07, 0.00, 0.01], [-0.07, -0.03, -0.03], [0.00, 0.03, -0.04], [0.00, -0.03, -0.01], [0.03, 0.01, 0.00], [-0.11, -0.04, 0.02], [0.01, 0.02, 0.04], [-0.01, 0.01, 0.01], [0.00, 0.00, 0.00], [0.00, -0.01, -0.01], [0.02, -0.01, -0.01], [-0.01, -0.01, 0.01], [0.00, 0.02, 0.01], [-0.02, 0.05, -0.02], [0.03, 0.03, -0.02], [0.00, -0.02, -0.04], [-0.02, -0.01, -0.01], [-0.01, 0.01, 0.00], [0.01, 0.00, 0.00], [0.01, 0.00, 0.00], [-0.01, -0.01, -0.01], [0.06, 0.12, -0.01], [-0.18, -0.30, -0.14], [0.15, 0.01, 0.09], [1.05, 0.63, -0.38], [-0.15, -0.06, -0.27], [-0.11, 0.04, -0.02], [0.02, 0.00, 0.01], [0.01, -0.03, -0.08], [-0.03, 0.09, 0.10], [0.40, -0.09, 0.05], [0.27, 0.19, 0.57], [-0.30, -0.37, -1.26], [0.00, -0.08, -0.15], [-0.12, -0.10, -0.04], [-0.04, 0.01, 0.03], [-0.01, 0.01, 0.02], [-0.02, 0.00, 0.01], [-0.01, 0.01, 0.03], [-0.13, -0.12, 0.01], [0.01, -0.01, 0.00], [0.00, -0.05, -0.02], [0.16, 0.12, -0.04], [-0.29, -0.30, -0.07], [0.11, 0.11, 0.00], [-0.06, 0.11, -0.03], [-0.01, -0.01, 0.01], [-0.01, 0.01, 0.02], [0.02, 0.00, 0.01], [-0.01, 0.00, 0.00], [-0.01, 0.04, -0.07], [0.17, -0.45, 0.13], [-0.08, 0.05, -0.12], [-0.11, 0.15, 0.07], [0.06, 0.01, -0.05], [0.02, -0.01, 0.04], [-0.05, -0.01, 0.03], [-0.08, 0.01, -0.07], [0.02, 0.01, 0.01], [0.02, 0.02, 0.03], [-0.02, 0.03, 0.09], [0.04, 0.01, 0.01], [0.01, 0.03, -0.05]]}

***

No. 2
{"formula": "C25H25N5", "method": "ωB97M-V with the def2-TZVPD basis set", "molar_mass_da": 395.510, "e_lumo_ev": 0.136, "total_charge": 0, "homo_ev": -8.489, "de_lowest_ev": 16.200, "symbols": ["N", "C", "C", "C", "C", "C", "H", "H", "H", "H", "H", "N", "C", "C", "C", "C", "C", "H", "H", "H", "H", "H", "N", "C", "C", "C", "C", "C", "H", "H", "H", "H", "H", "N", "C", "C", "C", "C", "C", "H", "H", "H", "H", "H", "N", "C", "C", "C", "C", "C", "H", "H", "H", "H", "H"], "coordinates": [[-0.5554, 3.0078, 2.4328], [-0.4391, 1.8015, 3.0357], [0.5662, 0.9530, 2.7874], [1.5041, 1.3040, 1.8451], [1.4800, 2.4845, 1.1621], [0.4537, 3.3779, 1.5436], [-1.2764, 1.4859, 3.6405], [0.4759, 0.0158, 3.3165], [2.3207, 0.5972, 1.8373], [2.1606, 2.7589, 0.3697], [0.3173, 4.3312, 1.0546], [-0.0100, 1.0300, -0.9367], [-0.8033, 0.4463, -1.8466], [-0.6262, -0.8943, -2.1242], [0.0919, -1.7264, -1.2493], [0.7424, -1.1269, -0.2151], [0.7504, 0.2267, -0.0898], [-1.4219, 1.0979, -2.4457], [-1.1555, -1.4090, -2.9125], [0.0832, -2.8013, -1.3535], [1.1473, -1.8215, 0.5060], [1.2190, 0.6412, 0.7905], [-0.0516, 1.1480, -6.6252], [0.7868, 2.1497, -6.1767], [1.0033, 2.3748, -4.8006], [0.4777, 1.4267, -3.9816], [-0.1912, 0.3508, -4.4402], [-0.4946, 0.2155, -5.7421], [1.1673, 2.8178, -6.9352], [1.6060, 3.1973, -4.4447], [0.6698, 1.5412, -2.9250], [-0.5571, -0.3615, -3.7155], [-1.1398, -0.5868, -6.0682], [-1.5688, 0.0938, 2.5351], [-1.4360, 0.5554, 1.3088], [-2.1797, 0.0683, 0.2325], [-3.0325, -0.9775, 0.4520], [-3.1255, -1.5598, 1.7062], [-2.3609, -0.9961, 2.7280], [-0.7115, 1.3534, 1.2397], [-2.0535, 0.5566, -0.7225], [-3.5425, -1.3904, -0.4058], [-3.7746, -2.3911, 1.9389], [-2.5374, -1.3682, 3.7264], [0.6334, -3.0554, 3.7963], [0.1202, -1.9399, 3.1799], [0.7763, -1.2091, 2.2489], [2.0178, -1.6276, 1.8554], [2.6156, -2.7078, 2.5887], [1.8793, -3.3817, 3.4918], [-0.8302, -1.5691, 3.5341], [0.3936, -0.3235, 1.7634], [2.5036, -1.0076, 1.1164], [3.6382, -2.9566, 2.3461], [2.2736, -4.2203, 4.0464]], "forces_ev_per_angstrom": [[1.85, 0.45, -0.21], [-0.43, 5.54, 1.48], [2.11, 2.74, 3.07], [2.43, 1.40, 5.35], [-1.18, 3.67, 1.10], [-0.94, -2.12, 0.54], [0.77, 1.22, 0.73], [1.02, 1.93, 1.07], [0.58, 0.58, -0.26], [0.13, -0.16, 0.06], [0.06, 0.10, 0.04], [1.49, -0.72, 1.45], [3.10, -0.18, 0.54], [-0.78, -2.59, 1.62], [-1.05, 1.16, -1.60], [-0.30, -1.73, -1.74], [-2.29, -0.57, -4.84], [-0.14, -0.01, 0.06], [-0.52, -0.16, 0.40], [0.02, -0.05, -0.21], [-0.52, 0.33, -1.89], [-0.54, -1.19, -3.58], [1.21, 0.35, 0.24], [-1.96, -1.25, 0.43], [0.29, -0.13, -2.32], [1.47, 1.20, 1.55], [-0.84, -1.29, 0.66], [0.56, 1.89, -1.91], [0.01, 0.00, -0.12], [-0.06, 0.06, 0.00], [0.06, 0.02, -0.17], [0.57, 0.72, -1.92], [0.04, 0.00, -0.50], [-3.41, -4.30, -0.98], [-1.89, -0.46, -0.88], [-0.60, 0.77, 1.19], [-0.01, -0.51, -0.67], [0.54, 0.41, 0.85], [-1.93, 1.32, -1.63], [-1.17, -0.34, -1.25], [-1.32, -0.33, 1.11], [-0.38, -0.09, 0.04], [-0.04, -0.08, -0.19], [0.24, 0.15, 0.25], [-1.12, 1.68, -0.55], [0.28, -2.42, 2.07], [0.61, -2.31, -0.96], [2.48, -1.37, 3.49], [0.86, 2.49, -2.85], [-0.91, -0.86, 1.09], [0.95, -0.92, 0.36], [-0.57, -2.82, -0.06], [0.90, -0.75, 0.31], [0.06, -0.25, 0.16], [0.19, -0.17, -0.06]]}

***

No. 3
{"formula": "C2H6OS", "method": "ωB97M-V with the def2-TZVPD basis set", "molar_mass_da": 78.136, "e_lumo_ev": [0.056, -0.398], "total_charge": 0, "homo_ev": [-8.514, -8.712], "de_lowest_ev": 2.499, "symbols": ["C", "C", "O", "S", "H", "H", "H", "H", "H", "H"], "coordinates": [[0.6655, -0.8986, -1.0692], [-1.3252, 0.8804, 0.9909], [2.1402, 0.5686, 0.5700], [1.0912, -0.4486, 0.6654], [1.4170, -1.5864, -1.4534], [0.6513, 0.0046, -1.6712], [-0.3088, -1.3770, -1.0658], [-1.7148, 0.7899, -0.0024], [-0.8801, 1.8161, 1.2816], [-1.7364, 0.2511, 1.7540]], "forces_ev_per_angstrom": [[0.17, 0.07, 0.61], [0.94, -0.37, -0.06], [0.80, 0.70, -0.02], [-1.66, -0.36, -0.55], [0.06, 0.00, 0.05], [-0.03, 0.12, 0.03], [-0.12, -0.06, 0.00], [-0.10, -0.02, -0.32], [0.08, 0.08, 0.03], [-0.12, -0.16, 0.23]]}

***

Q: Number 2 is which compound?
A: C25H25N5